Molecular formula: C41H40N5O4PRu
Method: DFT, ωB97M-V/def2-TZVPD

```
92
Properties=species:S:1:pos:R:3
Ru -6.2191 9.2560 -20.6674
O -7.6193 9.7433 -23.4608
C -6.7469 9.2292 -22.8117
C -5.6431 8.4797 -23.5692
C -5.4303 8.8174 -24.9079
C -4.5729 8.0631 -25.6721
C -3.9620 6.9377 -25.0975
C -4.1908 6.5799 -23.7690
C -5.0152 7.3747 -22.9882
P -5.6218 7.0105 -21.3244
C -4.9008 5.3154 -21.0771
C -5.7541 4.2297 -20.8716
C -5.2403 2.9521 -20.6805
C -3.8864 2.7395 -20.5723
C -3.0303 3.8305 -20.7502
C -3.5243 5.0905 -21.0709
C -7.3919 6.5981 -21.5813
C -7.8335 5.9252 -22.7238
C -9.1448 6.1017 -23.1454
C -10.0438 6.8350 -22.3817
C -9.6548 7.2884 -21.1204
C -8.3470 7.0926 -20.6846
H -6.0081 9.6675 -25.2656
H -4.4066 8.2873 -26.7155
H -3.2873 6.3153 -25.6659
H -3.7836 5.6414 -23.4331
H -6.8261 4.3511 -20.8647
H -5.9575 2.1530 -20.6383
H -3.4850 1.7499 -20.3771
H -1.9689 3.7034 -20.6094
H -2.8335 5.8950 -21.2993
H -7.1463 5.3173 -23.3010
H -9.4862 5.6581 -24.0791
H -11.0496 6.9724 -22.7402
H -10.3781 7.8029 -20.4810
H -8.0300 7.3733 -19.6786
C -9.4402 11.5100 -13.6686
O -8.7053 11.6258 -14.8869
C -8.0136 12.7708 -15.1842
C -7.8825 13.8793 -14.3284
C -6.9922 14.8916 -14.6548
C -6.2694 14.8151 -15.8487
C -6.3677 13.7248 -16.7190
C -7.3635 12.7514 -16.4769
N -7.7114 11.6270 -17.2712
C -7.1184 11.2395 -18.4435
N -6.9678 12.2284 -19.3446
C -6.2219 12.1941 -20.5418
C -5.6405 11.0685 -21.1477
C -4.7172 11.3199 -22.1790
C -4.5114 12.5846 -22.6993
C -5.1980 13.6906 -22.1876
C -5.9908 13.4963 -21.0585
O -6.5815 14.5104 -20.3044
C -6.4773 15.8586 -20.8291
N -6.8847 9.9503 -18.7484
C -6.8566 9.0436 -17.6080
C -7.9584 8.2078 -17.3761
C -7.9552 7.3266 -16.2992
C -6.9090 7.3480 -15.3804
C -5.8289 8.2369 -15.5211
C -5.7870 9.0918 -16.6303
O -4.8650 10.0630 -16.9013
C -3.8859 10.3887 -15.9025
H -9.9822 10.5612 -13.7208
H -10.1787 12.3428 -13.5515
H -8.7715 11.5224 -12.7897
H -8.4374 13.9274 -13.3824
H -6.8585 15.7315 -13.9862
H -5.5991 15.6192 -16.1018
H -5.6924 13.6401 -17.5551
H -8.0929 10.8759 -16.6854
H -7.2901 13.1638 -19.0754
H -4.1475 10.4871 -22.5681
H -3.8238 12.6840 -23.5278
H -5.0494 14.6906 -22.6249
H -6.9952 16.5389 -20.1127
H -6.9510 15.9253 -21.8319
H -5.4107 16.1604 -20.8932
H -8.8352 8.2726 -18.0259
H -8.7770 6.6371 -16.1713
H -6.9441 6.6893 -14.5191
H -5.1023 8.2837 -14.7018
H -3.3190 11.2524 -16.2457
H -3.1813 9.5581 -15.7098
H -4.4085 10.6472 -14.9534
N -3.9639 6.1298 -18.1038
N -4.7896 7.0072 -18.8650
H -3.5186 6.6543 -17.3339
H -3.1774 5.8129 -18.6917
H -4.3897 7.9650 -18.8959
H -5.6797 7.0467 -18.3680
```

Its multiplicity is 5. As for the net charge: +2. The calculated total energy is -2596.616355 Eh. Its energy above the lowest of the compared OMol25 structures with the same formula, charge and spin is 3.5 kcal/mol. For the HOMO-LUMO gap (spin up / spin down), the calculation gives 6.7325 / 3.4368 eV. For the HOMO energy (spin up / spin down), the calculation gives -12.0 / -12.7 eV.

---

Molecular formula: C4H9NO2
Method: DFT, ωB97M-V/def2-TZVPD

```
16
Properties=species:S:1:pos:R:3
C -1.1448 1.5413 -0.2406
C -0.2595 0.3843 0.2047
C -0.9962 -0.9549 0.1051
O -0.4407 -1.9717 0.9012
N 0.9874 0.3123 -0.5601
C 3.0088 -0.9371 0.1395
O 2.5081 -1.6417 0.8851
H -0.5849 2.4815 -0.2082
H -2.0319 1.6383 0.3920
H -1.4750 1.3813 -1.2744
H 0.0144 0.5081 1.2605
H -2.0263 -0.8282 0.4539
H -1.0491 -1.2496 -0.9590
H 0.5087 -2.0053 0.7288
H 0.8165 0.3656 -1.5598
H 1.6287 1.0662 -0.3330
```

Its multiplicity is 1. As for the net charge: 0. The calculated total energy is -363.023018 Eh. Its energy above the lowest of the compared OMol25 structures with the same formula, charge and spin is 39.2 kcal/mol. For the HOMO-LUMO gap, the calculation gives 10.5215 eV. For the HOMO energy, the calculation gives -9.5 eV.

---

Molecular formula: C16H28B2F4N6O9Y
Method: DFT, ωB97M-V/def2-TZVPD

```
66
Properties=species:S:1:pos:R:3
Y 9.8008 8.9704 13.0724
C 7.4958 6.8499 5.1689
C 8.3707 7.4272 6.3254
N 9.4310 6.8020 6.5760
O 10.3232 6.1534 6.8695
B 11.1307 5.7837 13.1293
F 11.2282 4.5691 13.5610
F 9.9772 6.4426 13.0352
O 12.2907 6.4795 12.9294
N 11.9606 7.7876 12.4486
C 12.5688 8.1585 11.3563
C 13.7262 7.4344 10.7558
C 12.0241 9.3234 10.6989
N 10.7446 9.4550 10.8431
O 9.9907 10.3308 10.1811
B 8.4851 10.0704 10.2722
F 7.8079 11.1999 10.7307
F 8.3503 9.1176 11.3835
O 7.8466 9.6553 9.0801
N 8.4659 8.7194 8.2588
C 7.8684 8.6389 7.1389
C 6.7437 9.5361 6.6010
C 12.7672 10.2415 9.7956
H 7.9874 5.9782 4.7134
H 7.3979 7.7219 4.5374
H 6.4628 6.6191 5.5073
H 13.8380 6.4217 11.1603
H 14.6141 8.0555 10.9823
H 13.6556 7.4222 9.6376
H 6.3368 9.9950 7.4636
H 6.0620 8.9078 6.0667
H 7.1650 10.3395 5.9525
H 13.5967 9.6886 9.3788
H 13.0832 11.1586 10.3326
H 12.1637 10.5215 8.9291
C 8.4646 14.2377 14.3670
N 8.1693 12.8763 13.9666
C 6.7833 12.5459 13.7009
C 9.0043 11.8997 14.0431
O 8.6767 10.7590 13.5176
C 10.2772 12.0441 14.8212
O 11.1327 10.9837 14.5158
C 11.7432 10.4972 15.6902
C 11.1265 9.1440 16.1041
O 10.3203 8.6291 15.3077
N 11.4983 8.5247 17.2076
C 10.7965 7.3326 17.6313
C 12.7922 8.8060 17.8976
H 7.7463 14.9078 13.8979
H 8.4215 14.3056 15.4372
H 9.4760 14.4765 14.0055
H 6.4106 12.0810 14.6384
H 6.2086 13.4120 13.5139
H 6.6030 11.8582 12.8256
H 10.7642 13.0016 14.5915
H 9.9734 12.0078 15.8994
H 12.7988 10.3976 15.4732
H 11.6024 11.1811 16.5162
H 11.4884 6.4725 17.7345
H 10.3081 7.5048 18.5759
H 10.0283 7.0411 16.8970
H 12.6286 9.0058 18.9524
H 13.3602 7.9384 17.8139
H 13.3410 9.6166 17.4101
O 2.6443 5.7014 8.3074
O 3.6686 5.1900 8.7612
```

Its multiplicity is 1. As for the net charge: +3. The calculated total energy is -2118.830524 Eh. Its energy above the lowest of the compared OMol25 structures with the same formula, charge and spin is 0.0 kcal/mol. For the HOMO-LUMO gap (spin up / spin down), the calculation gives 5.8551 / 5.8538 eV. For the HOMO energy (spin up / spin down), the calculation gives -15.9 / -15.9 eV.

---

Molecular formula: C8H22N2
Method: DFT, ωB97M-V/def2-TZVPD

```
32
Properties=species:S:1:pos:R:3
C -0.2760 -2.5152 -0.3098
C -0.4626 -1.4612 0.7742
N 0.7890 -0.8175 1.1721
C 0.5010 0.2920 2.0703
C 1.6787 -1.7589 1.8412
H 0.2816 -2.0832 -1.1578
H -1.2632 -2.8488 -0.6713
H 0.2770 -3.3933 0.0640
H -1.1239 -0.6628 0.3861
H -0.9606 -1.9128 1.6537
H -0.0016 -0.0408 2.9940
H 1.4433 0.7955 2.3444
H -0.1506 1.0196 1.5579
H 1.2036 -2.2121 2.7275
H 1.9731 -2.5654 1.1488
H 2.5872 -1.2234 2.1643
C -1.6820 -0.0423 -1.8941
C -0.2822 0.4833 -1.6024
N -0.2605 1.5202 -0.5712
C 1.1191 1.8345 -0.2268
C -0.9303 2.7327 -1.0260
H -2.1675 -0.3520 -0.9533
H -1.6137 -0.9191 -2.5598
H -2.3125 0.7207 -2.3808
H 0.3424 -0.3514 -1.2303
H 0.1789 0.8584 -2.5363
H 1.6849 2.2227 -1.0903
H 1.1330 2.5940 0.5730
H 1.6215 0.9249 0.1430
H -0.4778 3.1282 -1.9508
H -1.9983 2.5320 -1.2148
H -0.8506 3.5012 -0.2387
```

The SMILES is CCN(C)C.CCN(C)C. Its multiplicity is 1. As for the net charge: 0. The calculated total energy is -427.463691 Eh. Its energy above the lowest of the compared OMol25 structures with the same formula, charge and spin is 21.4 kcal/mol. For the HOMO-LUMO gap, the calculation gives 9.4567 eV. For the HOMO energy, the calculation gives -8.4 eV.